one.
C23H23NO4S | ωB97M-V/def2-TZVPD

Summary:
LUMO = -2.5 eV
net charge = 0
Kohn-Sham gap = 4.3 eV

Geometry (Å):
C -1.880 -1.216 -5.765
O -1.866 -0.129 -4.812
C -1.094 -0.275 -3.706
C -1.357 0.596 -2.614
C -0.709 0.397 -1.425
C 0.255 -0.646 -1.245
C 0.844 -0.800 0.032
C 1.597 -1.892 0.529
C 2.373 -1.683 1.711
C 3.153 -2.699 2.218
C 3.165 -3.968 1.584
O 4.015 -4.860 2.159
C 4.695 -4.157 3.275
C 4.093 -2.754 3.379
C 2.375 -4.230 0.449
C 1.597 -3.210 -0.048
C 0.579 -1.433 -2.392
C -0.094 -1.273 -3.588
H -2.665 -0.939 -6.467
H -0.915 -1.299 -6.282
H -2.119 -2.172 -5.277
H -2.097 1.384 -2.742
H -0.932 1.027 -0.564
H 0.682 0.018 0.733
H 2.351 -0.716 2.217
H 4.549 -4.752 4.184
H 5.766 -4.123 3.039
H 4.868 -1.985 3.320
H 3.572 -2.631 4.335
H 2.411 -5.223 0.006
H 0.944 -3.409 -0.895
H 1.375 -2.173 -2.349
H 0.116 -1.931 -4.436
C -2.547 5.686 -0.930
C -2.337 4.611 0.095
C -1.039 4.203 0.412
C -0.812 3.213 1.362
C -1.910 2.606 1.973
S -1.617 1.257 3.129
N -1.625 0.121 2.051
O -0.301 1.519 3.683
O -2.741 1.294 4.047
C -3.218 3.018 1.702
C -3.418 4.013 0.749
H -3.610 5.889 -1.070
H -2.062 6.623 -0.636
H -2.122 5.409 -1.901
H -0.194 4.669 -0.093
H 0.200 2.901 1.607
H -1.809 -0.760 2.542
H -4.057 2.551 2.210
H -4.430 4.336 0.506

=====

two.
C23H23NO4S | ωB97M-V/def2-TZVPD

Summary:
SMILES = Cc1ccc(S(=O)(=O)NCCC(c2ccccc2)c2ccccc2)cc1C(=O)O
LUMO = 0.1 eV
net charge = 0
Kohn-Sham gap = 9.2 eV

Geometry (Å):
C -3.462 -3.252 -1.103
C -3.079 -1.897 -0.607
C -3.513 -0.765 -1.292
C -3.178 0.508 -0.871
C -2.412 0.660 0.268
S -1.951 2.290 0.838
O -2.136 2.351 2.258
O -2.587 3.261 -0.004
N -0.331 2.319 0.511
C 0.669 2.211 1.545
C 1.576 0.988 1.378
C 2.340 1.011 0.039
C 3.549 0.095 0.110
C 4.601 0.463 0.945
C 5.728 -0.327 1.065
C 5.829 -1.505 0.343
C 4.798 -1.872 -0.502
C 3.668 -1.079 -0.620
C 1.420 0.709 -1.115
C 1.344 1.588 -2.189
C 0.494 1.342 -3.253
C -0.284 0.198 -3.268
C -0.203 -0.695 -2.214
C 0.634 -0.438 -1.144
C -1.969 -0.434 0.972
C -2.282 -1.721 0.537
C -1.748 -2.875 1.297
O -2.125 -4.017 1.220
O -0.740 -2.525 2.115
H -4.099 -3.748 -0.374
H -3.992 -3.180 -2.049
H -2.585 -3.884 -1.227
H -4.123 -0.890 -2.175
H -3.505 1.390 -1.398
H -0.092 2.826 -0.321
H 1.280 3.121 1.577
H 0.118 2.138 2.486
H 2.289 0.985 2.204
H 0.983 0.077 1.447
H 2.729 2.028 -0.095
H 4.539 1.387 1.503
H 6.531 -0.022 1.719
H 6.707 -2.126 0.434
H 4.870 -2.783 -1.079
H 2.884 -1.378 -1.298
H 1.957 2.479 -2.193
H 0.444 2.042 -4.074
H -0.944 -0.001 -4.099
H -0.794 -1.598 -2.226
H 0.677 -1.144 -0.328
H -1.394 -0.284 1.871
H -0.433 -3.304 2.605

=====

Most stable to least stable: two, one

=====

one.
C5H10N2O4 | ωB97M-V/def2-TZVPD

Summary:
SMILES = NCC(=O)N[C@@H](CO)C(=O)O
LUMO = 0.6 eV
net charge = 0
Kohn-Sham gap = 10.0 eV

Geometry (Å):
N -1.851 -1.509 2.309
C -1.593 -0.068 2.691
C -0.639 0.746 1.642
O -0.616 2.039 1.513
N -0.260 -0.096 0.696
C 0.369 0.252 -0.658
C 1.898 0.365 -0.414
O 2.326 1.100 -1.587
C 0.094 -0.698 -1.784
O -0.020 -1.934 -1.526
O 0.159 -0.054 -2.983
H -0.942 -2.072 2.415
H -2.413 -1.790 3.273
H -2.575 0.578 2.556
H -0.954 0.169 3.620
H -1.080 -0.994 0.837
H -0.067 1.207 -1.155
H 1.908 0.929 0.654
H 2.494 -0.667 -0.308
H 3.034 1.894 -1.472
H -0.186 -0.799 -3.673

=====

two.
C5H10N2O4 | ωB97M-V/def2-TZVPD

Summary:
SMILES = N[C@@H](CO)C(=O)NCC(=O)O
LUMO = 0.2 eV
net charge = 0
Kohn-Sham gap = 9.2 eV

Geometry (Å):
N 0.979 -0.647 1.281
C 1.685 0.199 0.341
C 2.003 -0.895 -0.797
O 0.767 -1.288 -1.504
C 0.863 1.468 0.059
O 1.299 2.564 -0.187
N -0.473 1.161 -0.398
C -1.288 0.096 0.282
C -2.695 0.275 -0.110
O -2.791 1.038 -0.996
O -3.632 -0.555 0.175
H 0.630 -0.132 2.014
H 0.771 -1.671 1.304
H 2.626 0.682 0.669
H 2.757 -0.286 -1.257
H 2.564 -1.763 -0.462
H 0.407 -0.592 -1.978
H -0.895 1.942 -0.906
H -1.334 0.219 1.447
H -0.753 -0.841 0.030
H -3.491 -0.974 0.991

=====

Most stable to least stable: two, one